No. 1
Below is a cluster of 10 separate species, C85H180BN9O8 in total at a distorted geometry, with properties calculated with the ωB97M-V functional and the def2-TZVPD basis.

Summary:
highest occupied orbital energy (alpha / beta)	-24.38 / -24.38	eV
strongest force on any atom	0.1108	Eh/bohr
gap between HOMO and LUMO (alpha / beta)	9.0 / 1.7	eV
LUMO level (alpha / beta)	-15.43 / -22.66	eV
molar mass	1467.24	u

Geometry as ORCA input:
```
! RIJCOSX wB97M-V def2-TZVPD def2/J DEFGRID3
* xyz 9 2
O 2.51479 -2.84957 -0.74082
C 1.79614 -1.80877 -0.56681
O 1.98518 -0.84104 0.33662
B 0.80398 0.09060 0.29955
O -0.12225 -0.46109 -0.69218
C 0.40901 -1.54013 -1.25133
O -0.07379 -2.23127 -2.17519
O 1.35495 1.43781 -0.10297
C 1.18630 2.32664 0.81221
O 1.50027 3.52306 0.83200
C 0.43705 1.56892 1.98046
O 0.27263 0.28824 1.65250
O -0.03744 2.05354 2.98744
C 6.98462 -2.51355 -8.51852
C 6.05557 -3.67226 -8.74369
C 5.25217 -4.14611 -7.42404
N 4.10429 -3.21586 -6.98002
C 3.32450 -4.09488 -5.93795
C 2.25928 -3.33293 -5.17788
C 2.90739 -2.11931 -4.34744
C 3.65235 -1.29598 -5.35718
C 4.64326 -1.96487 -6.29891
C 3.13140 -2.84197 -8.11476
H 7.36637 -2.25112 -9.50518
H 7.87644 -2.74343 -7.93550
H 6.66379 -1.59136 -8.03404
H 6.53693 -4.58541 -9.09378
H 5.50067 -3.34988 -9.62475
H 5.94608 -4.34789 -6.60802
H 4.84261 -5.10577 -7.73931
H 3.95629 -4.66684 -5.25839
H 2.73858 -4.84462 -6.46964
H 1.75462 -4.01687 -4.49551
H 1.43722 -2.99216 -5.80732
H 3.59165 -2.44231 -3.56286
H 2.16386 -1.48155 -3.86939
H 4.13748 -0.47659 -4.82675
H 2.93764 -0.70233 -5.92714
H 5.61615 -2.18419 -5.85905
H 4.94536 -1.28887 -7.09883
H 2.87782 -3.71018 -8.72304
H 3.67093 -2.06999 -8.66345
H 2.21054 -2.61857 -7.57606
C 0.93139 -5.75077 0.02330
C -0.17933 -6.11302 1.09863
C -0.92873 -7.39997 0.73758
N -1.92244 -7.90987 1.84998
C -3.11121 -6.83738 1.87842
C -4.21744 -7.39029 2.83661
C -4.69243 -8.75720 2.40077
C -3.64130 -9.75802 2.06779
C -2.40848 -9.30650 1.33742
C -1.21252 -7.93505 3.18060
H 0.62803 -5.03784 -0.74337
H 1.64908 -6.49625 -0.31914
H 1.64723 -5.10355 0.53002
H -0.94237 -5.33485 1.11657
H 0.40874 -6.13365 2.01615
H -0.16013 -8.15109 0.55543
H -1.53591 -7.24867 -0.15492
H -3.47383 -6.82068 0.85063
H -2.88035 -5.78081 2.01437
H -5.19981 -6.95785 3.02644
H -3.78610 -7.49810 3.83181
H -5.14647 -8.52549 1.43730
H -5.48747 -9.23092 2.97660
H -4.06777 -10.64026 1.59044
H -3.26251 -10.09437 3.03293
H -2.59875 -8.96837 0.31881
H -1.51179 -9.90198 1.50901
H -1.69045 -8.70212 3.78992
H -1.15195 -6.94001 3.62141
H -0.21375 -8.30701 2.95210
C -2.65511 -5.04567 -6.35769
C -3.34461 -4.91617 -5.00491
C -3.04080 -3.54316 -4.32175
N -3.65605 -3.42878 -2.90603
C -5.18076 -3.66679 -2.73658
C -5.95597 -2.84233 -3.75975
C -5.61885 -1.36395 -3.47643
C -4.15877 -0.93138 -3.35442
C -3.38047 -1.94262 -2.47721
C -2.94818 -4.45959 -2.05605
H -1.67520 -4.58068 -6.46577
H -3.34868 -4.59546 -7.06787
H -2.57313 -6.08817 -6.66521
H -2.89017 -5.71837 -4.42348
H -4.42891 -5.01144 -5.06242
H -3.44430 -2.82801 -5.03858
H -2.01677 -3.18516 -4.42811
H -5.45482 -4.69607 -2.96803
H -5.63066 -3.50258 -1.75743
H -5.67349 -3.19783 -4.75068
H -7.03591 -2.94359 -3.86727
H -6.02248 -0.80690 -4.32192
H -6.16069 -0.98486 -2.60994
H -3.74004 -0.55019 -4.28578
H -4.14483 -0.01039 -2.77160
H -2.31711 -1.70333 -2.48837
H -3.82166 -1.85348 -1.48448
H -3.24839 -5.46345 -2.35646
H -3.27464 -4.34809 -1.02208
H -1.86828 -4.31642 -2.09363
C 6.75515 0.23617 -3.58892
C 6.57507 0.53370 -2.05831
C 7.08412 -0.58156 -1.11084
N 6.88656 -0.27106 0.37561
C 7.47946 -1.58492 1.00441
C 7.23203 -1.70608 2.52968
C 5.70868 -1.77079 2.86406
C 4.98503 -0.52344 2.29801
C 5.39875 -0.03594 0.83483
C 7.68686 0.92714 0.95522
H 6.77374 -0.79675 -3.93655
H 7.81893 0.47298 -3.56920
H 6.20366 0.86691 -4.28613
H 5.51075 0.72473 -1.92114
H 6.99915 1.51707 -1.85525
H 8.15814 -0.54140 -1.29242
H 6.61342 -1.52919 -1.37261
H 6.77825 -2.31036 0.59190
H 8.52965 -1.69837 0.73550
H 7.66980 -2.67976 2.74965
H 7.73099 -0.89205 3.05552
H 5.28852 -2.72927 2.55928
H 5.54451 -1.79797 3.94129
H 3.94756 -0.80650 2.12013
H 4.94434 0.28146 3.03188
H 5.01676 -0.65767 0.02511
H 5.13027 1.01712 0.75060
H 7.45227 1.89629 0.51498
H 8.72579 0.71174 0.70557
H 7.60467 0.84202 2.03878
C 2.86449 3.23414 5.78349
C 3.78182 4.28422 5.11361
C 3.04429 5.01973 3.99304
N 3.94113 6.01706 3.21210
C 2.98636 6.57345 2.02270
C 3.73720 7.78040 1.28600
C 4.19158 8.87341 2.15003
C 5.13734 8.26946 3.20579
C 4.46783 7.18515 4.13560
C 5.15383 5.33917 2.53250
H 2.54077 2.43699 5.11426
H 2.08647 3.78404 6.31302
H 3.33479 2.66618 6.58620
H 4.50613 3.63946 4.61587
H 4.40105 4.84844 5.81097
H 2.37635 5.75824 4.43638
H 2.42449 4.44935 3.30122
H 2.06137 6.89109 2.50397
H 2.81757 5.82257 1.25082
H 3.04135 8.14087 0.52841
H 4.56609 7.41537 0.67954
H 3.32636 9.26430 2.68547
H 4.79970 9.62342 1.64428
H 5.52610 9.02527 3.88824
H 5.97592 7.91400 2.60703
H 3.50452 7.53215 4.50940
H 5.08846 6.82145 4.95452
H 5.75975 5.04447 3.38931
H 5.69126 5.88823 1.75933
H 4.72807 4.46311 2.04327
C 4.69390 5.03370 -1.98659
C 3.32969 4.71783 -2.62143
C 3.32964 3.43810 -3.46383
N 1.95172 3.12714 -4.13628
C 1.94916 1.68385 -4.69736
C 0.63962 1.19236 -5.33707
C -0.62854 1.38665 -4.42303
C -0.60507 2.80302 -3.82750
C 0.70782 3.29359 -3.16735
C 1.76287 4.08167 -5.35835
H 5.51279 5.07774 -2.70463
H 4.86925 4.23254 -1.26861
H 4.68715 5.97574 -1.43832
H 3.13686 5.48515 -3.37119
H 2.42429 4.74620 -2.01520
H 3.81237 2.59970 -2.96169
H 3.93333 3.55541 -4.36377
H 2.28779 1.10593 -3.83745
H 2.75015 1.54303 -5.42310
H 0.59273 0.17267 -5.71935
H 0.39945 1.75688 -6.23804
H -0.73397 0.58027 -3.69725
H -1.53791 1.29035 -5.01621
H -1.24944 2.61337 -2.96907
H -1.01271 3.57824 -4.47631
H 0.92057 2.69855 -2.27921
H 0.61208 4.35514 -2.93924
H 0.94414 3.72047 -5.98069
H 2.62553 4.17767 -6.01766
H 1.51834 5.07344 -4.97795
C 2.75562 -0.28038 5.21109
C 1.30335 -0.31020 4.98130
C 0.68019 -1.32563 5.88842
N -0.88424 -1.18197 6.01915
C -1.43810 -2.28749 6.96963
C -1.37377 -3.81275 6.34281
C -1.63441 -3.96595 4.85793
C -1.22887 -2.82896 4.06485
C -1.59792 -1.39308 4.67058
C -1.12439 0.28999 6.59573
H 3.18841 0.51543 4.60488
H 3.32927 -1.18624 5.01502
H 3.01025 0.07869 6.20825
H 1.12470 -0.47345 3.91851
H 0.97596 0.69736 5.23770
H 0.99531 -0.98000 6.87297
H 0.94907 -2.38119 5.84868
H -0.98384 -2.14386 7.94999
H -2.44001 -1.90419 7.16291
H -0.42183 -4.30908 6.53147
H -2.15175 -4.26483 6.95799
H -1.19159 -4.95144 4.71367
H -2.71140 -4.08235 4.73691
H -0.14819 -2.73185 3.96089
H -1.67842 -2.99205 3.08537
H -1.29693 -0.59832 3.98805
H -2.65658 -1.27759 4.90300
H -2.16268 0.42334 6.89948
H -1.00661 1.09109 5.86603
H -0.40536 0.40924 7.40621
C -7.33459 6.21895 2.79763
C -6.17373 5.61075 2.13886
C -4.84477 6.41228 1.99625
N -3.62782 5.78233 1.29441
C -3.12384 4.47123 2.05292
C -2.59029 4.69925 3.48644
C -1.42600 5.79088 3.38635
C -1.93507 7.03074 2.70244
C -2.44095 6.82914 1.30432
C -3.97585 5.16109 -0.05593
H -7.49270 5.85529 3.81294
H -8.22171 6.04243 2.18939
H -7.33530 7.29309 2.98286
H -6.59819 5.35091 1.16911
H -5.84164 4.64631 2.52311
H -4.52494 6.67641 3.00424
H -5.16615 7.37898 1.60856
H -3.97279 3.79544 2.15633
H -2.30377 4.11507 1.42943
H -3.46204 4.96716 4.08342
H -2.19022 3.72015 3.74988
H -0.96381 5.95750 4.35935
H -0.72087 5.54409 2.59264
H -2.65836 7.59883 3.28744
H -1.17423 7.79167 2.52858
H -2.86894 7.76190 0.93707
H -1.75491 6.43748 0.55329
H -3.07741 5.10208 -0.67028
H -4.51433 5.93855 -0.59788
H -4.68893 4.34230 0.04001
C -2.91567 0.13502 1.06490
C -4.37371 0.42464 1.56666
C -5.48024 0.13980 0.57666
N -6.99979 0.41888 1.14929
C -7.09959 1.83885 1.56508
C -8.45546 2.20549 2.06648
C -9.52084 1.97334 0.93565
C -9.53244 0.54092 0.50754
C -8.06143 0.06202 0.13245
C -7.06378 -0.47162 2.38215
H -2.19779 0.12165 1.88499
H -2.63074 0.89337 0.33566
H -2.78991 -0.85219 0.62026
H -4.35140 1.40614 2.04022
H -4.50069 -0.31144 2.36049
H -5.59783 -0.90194 0.27827
H -5.45991 0.67049 -0.37520
H -6.91180 2.52702 0.74091
H -6.28097 2.00004 2.26650
H -8.57528 3.26024 2.31397
H -8.86690 1.72867 2.95612
H -9.24134 2.57859 0.07330
H -10.55520 2.10202 1.25444
H -10.23243 0.51573 -0.32761
H -9.95153 -0.00127 1.35519
H -7.62819 0.51542 -0.75909
H -7.99577 -1.01298 -0.03538
H -6.89481 -1.47985 2.00398
H -8.10257 -0.56418 2.69906
H -6.46605 -0.17575 3.24431
*
```

=====

No. 2
Below is a structure of composition C86H81Ge2N4O2RuS4 at a distorted geometry, with properties calculated with the ωB97M-V functional and the def2-TZVPD basis.

Summary:
highest occupied orbital energy (alpha / beta)	-2.24 / -2.24	eV
strongest force on any atom	0.0565	Eh/bohr
gap between HOMO and LUMO (alpha / beta)	5.8 / 5.5	eV
LUMO level (alpha / beta)	3.59 / 3.29	eV
molar mass	1577.18	u

Geometry as ORCA input:
```
! RIJCOSX wB97M-V def2-TZVPD def2/J DEFGRID3
* xyz -2 2
Ru -2.63146 0.33557 -0.57629
C -5.68685 3.46621 3.85319
C -4.20306 3.61567 3.69203
C -3.52182 4.57974 4.41815
C -2.15880 4.78497 4.25529
C -1.47035 4.03420 3.31647
C -2.10652 3.04859 2.57648
C -1.32070 2.26040 1.58037
C -3.48645 2.78504 2.78904
N -4.04668 1.83097 2.00997
C -5.03298 0.98274 2.20497
O -5.55825 0.57498 3.25643
C -5.51277 0.49733 0.85206
C -6.78015 -0.03298 0.66481
C -7.23927 -0.23694 -0.62796
C -6.47008 0.20238 -1.69646
C -5.21759 0.73472 -1.43207
N -4.72937 0.79200 -0.18787
C -4.44888 1.59193 -2.41519
O -4.97331 1.91729 -3.47962
N -3.27274 2.01974 -1.91638
C -2.85408 3.31756 -2.23170
C -3.74177 4.40134 -2.05054
C -5.08491 4.20006 -1.40850
C -3.33965 5.67993 -2.41024
C -2.06966 5.92334 -2.90588
C -1.16064 4.88121 -2.96858
C -1.53122 3.58817 -2.62726
C -0.52754 2.48140 -2.63928
H -6.07836 4.25541 4.49748
H -6.18064 3.52846 2.87925
H -5.93781 2.49077 4.27187
H -4.07320 5.18454 5.13205
H -1.64716 5.53178 4.85145
H -0.40857 4.19279 3.16269
H -0.48217 2.82333 1.17856
H -0.91207 1.36228 2.05307
H -1.96553 1.91489 0.74118
H -7.37609 -0.25827 1.53766
H -8.21444 -0.67570 -0.79970
H -6.81458 0.16314 -2.72084
H -5.00424 3.50254 -0.57159
H -5.47051 5.15035 -1.03919
H -5.80651 3.78558 -2.11598
H -4.03763 6.50198 -2.29010
H -1.78246 6.92578 -3.20007
H -0.14049 5.06534 -3.28737
H 0.48661 2.87240 -2.59496
H -0.67979 1.85031 -1.76439
H -0.63586 1.85235 -3.52719
C 5.21227 4.80510 1.07403
C 4.93264 3.51827 1.80161
C 3.95225 3.47500 2.78433
C 3.68200 2.31272 3.49172
C 2.58103 2.28609 4.51534
C 4.41732 1.15442 3.20311
C 5.38940 1.17397 2.19687
C 6.12986 -0.08704 1.84521
C 5.63635 2.35810 1.51378
C 4.21432 -0.07253 4.01959
C 4.96765 -0.24980 5.17498
C 4.74393 -1.35671 5.97426
C 3.76367 -2.27204 5.62502
C 3.01057 -2.11465 4.46199
C 3.25670 -1.00932 3.63483
Ge 2.19923 -0.35844 1.94791
S 0.15000 -0.83839 2.42745
S 1.87890 1.39789 0.00625
Ge 1.54645 -0.48755 -1.07091
S -0.66431 -0.80522 -1.38371
S 2.66607 -1.90049 0.27581
C 2.53577 -0.82090 -2.85612
C 3.39921 0.12619 -3.43609
C 4.15966 -0.20164 -4.56034
C 4.08041 -1.45257 -5.14118
C 3.22190 -2.38518 -4.59217
C 2.46630 -2.08648 -3.46045
C 1.60618 -3.18516 -2.93593
C 0.26296 -3.26781 -3.31318
C -0.31779 -2.29561 -4.30178
C -0.53032 -4.28163 -2.78642
C -0.01150 -5.22250 -1.91198
C -0.88041 -6.27840 -1.28459
C 1.35136 -5.19230 -1.64078
C 2.17514 -4.20259 -2.15590
C 3.65703 -4.25095 -1.89620
C 3.60385 1.51997 -2.94970
C 4.51492 1.78665 -1.92609
C 5.25195 0.68255 -1.22402
C 4.73783 3.10227 -1.54054
C 4.09022 4.15957 -2.15714
C 4.29954 5.57384 -1.68737
C 3.22643 3.88237 -3.20886
C 2.98006 2.57877 -3.61758
C 2.08142 2.31324 -4.79613
C 1.96313 -3.13020 4.16106
C 0.69379 -3.03353 4.73583
C 0.33958 -1.94418 5.71268
C -0.27848 -3.96208 4.38475
C -0.02658 -4.97213 3.47060
C -1.12783 -5.89452 3.02669
C 1.25729 -5.08995 2.95627
C 2.25752 -4.19114 3.29830
C 3.64200 -4.34964 2.72887
H 4.28744 5.21667 0.66945
H 5.91486 4.64789 0.25643
H 5.63910 5.54592 1.75346
H 3.38102 4.37080 3.00019
H 2.32946 3.29179 4.84805
H 2.85518 1.68184 5.37891
H 1.68244 1.84138 4.07740
H 5.41969 -0.88370 1.61421
H 6.74302 -0.42831 2.68140
H 6.76795 0.06929 0.97661
H 6.39181 2.37082 0.73596
H 5.71757 0.48530 5.44544
H 5.32278 -1.49983 6.87880
H 3.56996 -3.12797 6.26047
H 4.82956 0.54760 -4.96674
H 4.68525 -1.70005 -6.00581
H 3.13261 -3.37273 -5.03189
H 0.40229 -2.05570 -5.08511
H -0.58889 -1.36824 -3.79548
H -1.21918 -2.70331 -4.76154
H -1.57867 -4.32516 -3.06433
H -1.92398 -6.14237 -1.56632
H -0.80762 -6.21405 -0.19837
H -0.56261 -7.27978 -1.58422
H 1.78325 -5.95824 -1.00474
H 3.93746 -5.22108 -1.48575
H 3.93548 -3.47826 -1.17989
H 4.22126 -4.07540 -2.81199
H 5.16221 -0.26024 -1.75991
H 4.83056 0.54392 -0.22631
H 6.30851 0.93568 -1.11322
H 5.41375 3.29267 -0.71480
H 5.29397 5.69581 -1.25732
H 3.56414 5.81547 -0.91668
H 4.17414 6.28372 -2.50555
H 2.73128 4.70258 -3.71873
H 1.42276 3.16003 -4.98448
H 1.47618 1.42319 -4.63158
H 2.67763 2.14334 -5.69636
H 1.08771 -1.15500 5.71516
H 0.25433 -2.35026 6.72518
H -0.61683 -1.50096 5.43977
H -1.27359 -3.86208 4.80132
H -1.93694 -5.91590 3.75569
H -0.76007 -6.91105 2.87705
H -1.54089 -5.53385 2.08211
H 1.48219 -5.88541 2.25274
H 3.79752 -5.37175 2.38225
H 4.40423 -4.10151 3.46850
H 3.76564 -3.67766 1.87784
C -3.67329 -1.92798 2.94117
C -4.42238 -2.97669 2.42712
C -4.51190 -3.13792 1.06043
C -3.84844 -2.26480 0.19106
C -3.10896 -1.18512 0.70414
C -3.05009 -1.03609 2.08454
C -3.92510 -2.42267 -1.25314
C -4.45116 -3.57873 -1.88667
C -4.53410 -3.63423 -3.24408
C -4.04044 -2.56445 -4.02476
C -4.07554 -2.53937 -5.43262
C -3.56089 -1.47472 -6.12247
C -2.95213 -0.41172 -5.43252
C -2.89313 -0.41178 -4.06723
C -3.46935 -1.46879 -3.33047
N -3.46305 -1.41659 -1.97695
H -3.60671 -1.77334 4.00945
H -4.94735 -3.65445 3.08962
H -5.13866 -3.92651 0.66141
H -2.51920 -0.20074 2.50882
H -4.78319 -4.41220 -1.28620
H -4.95617 -4.50017 -3.74109
H -4.51713 -3.37690 -5.96048
H -3.61842 -1.44527 -7.20355
H -2.51915 0.40901 -5.98847
H -2.41071 0.38497 -3.51760
*
```